Molecular formula: F8KN4O16S8
Method: DFT, ωB97M-V/def2-TZVPD

Gap between HOMO and LUMO (spin up / spin down) (eV): 7.93 / 3.37
Total charge: -2
Highest occupied orbital energy (spin up / spin down) (eV): -5.51 / -5.51
Spin multiplicity: 2
E (a.u.): -6007.0711
ΔE to the lowest compared entry with this formula, charge and spin (eV): 1.2843
Maximum force (hartree/bohr): 0.274

CARTESIAN COORDINATES (ANGSTROEM)
K: -4.404 9.665 -0.632
N: -5.137 9.509 1.913
S: -4.974 8.570 3.113
O: -5.973 7.599 3.462
O: -4.045 8.952 4.162
F: -3.974 7.598 2.309
S: -6.536 10.183 2.644
O: -6.375 10.779 3.936
O: -7.833 9.626 2.259
F: -6.452 11.474 1.676
N: -2.364 8.176 -1.401
S: -1.882 6.688 -0.790
O: -0.960 6.775 0.383
O: -1.707 5.510 -1.673
F: -3.300 6.225 -0.112
S: -1.448 8.240 -2.585
O: -2.096 7.960 -3.844
O: -0.053 8.036 -2.362
F: -1.492 9.862 -2.639
N: -7.988 6.116 -1.570
S: -8.666 4.562 -1.103
O: -9.724 4.558 -0.125
O: -7.873 3.324 -1.052
F: -9.506 4.409 -2.467
S: -7.020 6.095 -0.481
O: -5.840 5.265 -0.749
O: -7.501 6.206 0.879
F: -6.513 7.595 -0.756
N: -5.528 11.831 -2.025
S: -5.058 13.550 -2.032
O: -5.233 14.349 -0.821
O: -5.061 14.234 -3.276
F: -3.485 13.201 -1.863
S: -6.657 12.091 -2.843
O: -6.408 12.240 -4.296
O: -7.806 12.696 -2.199
F: -7.101 10.557 -2.868

=====

Molecular formula: C17H17N2O3PS
Method: DFT, ωB97M-V/def2-TZVPD

Gap between HOMO and LUMO (eV): 9.11
Highest occupied orbital energy (eV): -8.60
E (a.u.): -1732.8985
ΔE to the lowest compared entry with this formula, charge and spin (eV): 0.0000
Maximum force (hartree/bohr): 0.028
SMILES: Cc1ccc(OP(=O)(Nc2nccs2)Oc2ccc(C)cc2)cc1

CARTESIAN COORDINATES (ANGSTROEM)
C: -4.950 -3.974 -0.446
C: -3.754 -3.073 -0.362
C: -3.863 -1.769 0.101
C: -2.757 -0.940 0.185
C: -1.520 -1.424 -0.195
O: -0.375 -0.638 -0.175
P: 0.033 0.286 1.054
O: -0.864 0.356 2.193
N: 0.435 1.758 0.289
C: -0.617 2.523 -0.099
N: -1.795 2.043 -0.264
C: -2.665 2.995 -0.691
C: -2.144 4.232 -0.858
S: -0.458 4.233 -0.461
O: 1.474 -0.231 1.500
C: 2.563 -0.523 0.705
C: 2.586 -0.324 -0.665
C: 3.728 -0.637 -1.382
C: 4.857 -1.146 -0.755
C: 6.098 -1.459 -1.533
C: 4.816 -1.339 0.622
C: 3.683 -1.033 1.350
C: -1.385 -2.726 -0.659
C: -2.500 -3.538 -0.743
H: -5.043 -4.392 -1.447
H: -4.846 -4.803 0.252
H: -5.861 -3.433 -0.207
H: -4.828 -1.389 0.402
H: -2.836 0.075 0.534
H: 1.281 2.234 0.562
H: -3.688 2.716 -0.866
H: -2.622 5.132 -1.183
H: 1.712 0.063 -1.166
H: 3.736 -0.481 -2.451
H: 6.794 -0.621 -1.479
H: 6.599 -2.335 -1.126
H: 5.866 -1.639 -2.580
H: 5.682 -1.736 1.130
H: 3.646 -1.185 2.418
H: -0.410 -3.087 -0.948
H: -2.394 -4.550 -1.106

=====

Molecular formula: C3H4O2
Method: DFT, ωB97M-V/def2-TZVPD

Gap between HOMO and LUMO (spin up / spin down) (eV): 7.64 / 7.32
Highest occupied orbital energy (spin up / spin down) (eV): -6.81 / -10.37
Spin multiplicity: 3
E (a.u.): -267.0297
ΔE to the lowest compared entry with this formula, charge and spin (eV): 0.0000
Maximum force (hartree/bohr): 0.074

CARTESIAN COORDINATES (ANGSTROEM)
C: -0.242 0.370 -0.802
C: -1.831 0.436 -1.030
C: 0.589 -0.301 0.377
O: 0.452 0.951 -1.598
O: -2.575 -0.489 -1.034
H: -2.229 1.513 -1.169
H: 0.048 -1.009 1.128
H: 0.792 0.510 1.051
H: 1.499 -0.754 0.087

=====

Molecular formula: C24H48B2Cl2O7
Method: DFT, ωB97M-V/def2-TZVPD

Gap between HOMO and LUMO (eV): 8.95
Highest occupied orbital energy (eV): -9.07
E (a.u.): -2440.0191
Maximum force (hartree/bohr): 0.028
SMILES: CB(O)B(O)/C(Cl)=C(\C)Cl.C1CCOC1.C1CCOC1.C1CCOC1.C1CCOC1.C1CCOC1

CARTESIAN COORDINATES (ANGSTROEM)
C: -2.355 1.077 0.909
B: -1.428 0.371 -0.154
O: -1.947 -0.612 -0.965
B: 0.232 0.779 -0.291
O: 0.990 0.942 0.870
C: 0.976 1.000 -1.662
Cl: 2.487 0.139 -1.771
C: 0.496 1.734 -2.700
C: -0.853 2.425 -2.686
Cl: 1.384 1.926 -4.179
H: -3.343 1.311 0.494
H: -1.918 2.000 1.315
H: -2.508 0.404 1.764
H: -2.869 -0.800 -0.766
H: 1.217 0.117 1.302
H: -1.123 2.767 -1.684
H: -1.624 1.732 -3.052
H: -0.844 3.283 -3.367
C: 5.006 3.855 -1.639
C: 3.485 3.954 -1.540
C: 3.248 3.579 -0.083
O: 4.400 4.035 0.635
C: 5.435 4.394 -0.280
H: 5.431 4.421 -2.467
H: 5.307 2.811 -1.747
H: 3.161 4.981 -1.727
H: 2.960 3.298 -2.231
H: 3.154 2.497 0.038
H: 2.361 4.049 0.344
H: 5.536 5.485 -0.299
H: 6.377 3.968 0.072
C: -7.811 0.211 0.992
C: -7.326 0.426 2.425
C: -6.038 -0.387 2.436
O: -5.515 -0.316 1.108
C: -6.498 0.222 0.221
H: -8.505 0.975 0.645
H: -8.298 -0.761 0.898
H: -7.111 1.482 2.597
H: -8.036 0.094 3.181
H: -6.232 -1.435 2.688
H: -5.290 0.003 3.127
H: -6.210 1.242 -0.056
H: -6.526 -0.388 -0.683
C: -3.305 -3.687 -0.678
C: -3.615 -3.459 0.802
C: -5.138 -3.425 0.800
O: -5.554 -4.292 -0.256
C: -4.431 -4.631 -1.074
H: -2.317 -4.097 -0.870
H: -3.385 -2.750 -1.234
H: -3.254 -4.302 1.395
H: -3.177 -2.548 1.210
H: -5.508 -2.412 0.606
H: -5.578 -3.776 1.735
H: -4.156 -5.675 -0.885
H: -4.722 -4.537 -2.121
C: 6.130 2.995 3.422
C: 7.356 3.702 3.999
C: 8.071 2.555 4.701
O: 7.774 1.380 3.948
C: 6.721 1.651 3.020
H: 5.668 3.515 2.585
H: 5.374 2.860 4.199
H: 7.977 4.099 3.192
H: 7.112 4.521 4.675
H: 7.703 2.428 5.725
H: 9.154 2.681 4.739
H: 7.138 1.691 2.008
H: 5.999 0.834 3.062
C: 0.987 -5.398 -3.632
C: 1.538 -3.985 -3.446
C: 0.285 -3.219 -3.045
O: -0.542 -4.149 -2.336
C: -0.039 -5.476 -2.510
H: 1.745 -6.177 -3.561
H: 0.495 -5.487 -4.603
H: 2.269 -3.967 -2.635
H: 2.009 -3.577 -4.338
H: -0.261 -2.861 -3.924
H: 0.493 -2.367 -2.397
H: 0.423 -5.810 -1.575
H: -0.875 -6.139 -2.738

=====

Molecular formula: C3H9N3OS
Method: DFT, ωB97M-V/def2-TZVPD

Gap between HOMO and LUMO (eV): 9.01
Highest occupied orbital energy (eV): -8.57
E (a.u.): -757.2116
ΔE to the lowest compared entry with this formula, charge and spin (eV): 5.3437
Maximum force (hartree/bohr): 0.144

CARTESIAN COORDINATES (ANGSTROEM)
C: 0.782 -1.479 -0.005
C: 0.310 -0.417 0.863
C: -0.430 0.733 0.281
H: 2.332 -1.598 -1.437
H: 1.594 0.014 -1.099
H: 1.056 -2.325 0.773
H: 0.080 -2.252 -0.611
H: -0.252 -1.150 1.560
H: 1.277 -0.057 1.204
H: -1.754 1.359 -1.168
H: -3.269 -0.037 1.016
H: 0.358 3.648 0.285
N: 1.812 -0.911 -0.791
N: -1.395 0.475 -0.715
N: 0.337 1.799 0.475
O: -0.156 2.808 -0.450
S: -2.682 -0.609 -0.183

=====

Molecular formula: C3H10N2O
Method: DFT, ωB97M-V/def2-TZVPD

Gap between HOMO and LUMO (eV): 9.53
Highest occupied orbital energy (eV): -9.00
E (a.u.): -305.0286
ΔE to the lowest compared entry with this formula, charge and spin (eV): 1.2518
Maximum force (hartree/bohr): 0.031
SMILES: CC/N=C\N.O

CARTESIAN COORDINATES (ANGSTROEM)
C: 2.896 -0.793 -0.557
C: 2.220 -0.109 0.648
N: 1.488 1.048 0.306
C: 0.250 1.266 0.293
N: -0.772 0.382 0.586
H: 3.643 -0.134 -0.986
H: 2.176 -1.149 -1.291
H: 3.374 -1.708 -0.190
H: 3.013 0.220 1.320
H: 1.637 -0.917 1.151
H: -0.037 2.259 -0.051
H: -0.458 -0.343 1.227
H: -1.614 0.794 0.958
O: -5.961 -0.629 -1.359
H: -5.197 -0.124 -1.062
H: -6.657 -0.062 -0.994

=====

Molecular formula: C3H5Br2NO3
Method: DFT, ωB97M-V/def2-TZVPD

Gap between HOMO and LUMO (eV): 9.46
Highest occupied orbital energy (eV): -8.92
E (a.u.): -5545.6225
ΔE to the lowest compared entry with this formula, charge and spin (eV): 2.3839
Maximum force (hartree/bohr): 0.120

CARTESIAN COORDINATES (ANGSTROEM)
C: -1.640 -0.380 -1.350
C: -1.758 -0.384 0.000
C: 2.447 -0.016 -0.053
N: 1.404 0.439 0.541
O: 1.066 1.632 0.442
O: 0.711 -0.472 1.378
O: -1.831 0.616 0.906
Br: 3.480 1.119 -1.038
Br: 3.080 -1.741 0.238
H: -1.733 -1.273 -1.780
H: -1.624 0.622 -1.972
H: -0.251 -0.246 1.567
H: -1.690 -1.344 0.615
H: -1.661 1.429 0.507

=====

Molecular formula: C8H28BKO8
Method: DFT, ωB97M-V/def2-TZVPD

Gap between HOMO and LUMO (eV): 8.99
Highest occupied orbital energy (eV): -9.15
E (a.u.): -1548.2157
ΔE to the lowest compared entry with this formula, charge and spin (eV): 0.0000
Maximum force (hartree/bohr): 0.045

CARTESIAN COORDINATES (ANGSTROEM)
K: 0.810 -1.244 0.055
B: 1.769 1.366 -1.266
H: 2.149 0.899 -2.252
H: 2.217 2.431 -1.183
H: 0.627 1.298 -1.182
H: 2.280 0.790 -0.428
C: 4.441 0.993 2.638
C: 2.951 0.646 2.489
O: 2.831 -0.733 2.072
O: 5.178 0.395 1.571
H: 4.909 0.709 3.579
H: 4.504 2.075 2.485
H: 2.560 1.284 1.693
H: 2.378 0.715 3.413
H: 3.722 -1.093 2.000
H: 5.120 0.995 0.821
C: -0.713 -0.130 -3.797
C: -1.280 1.282 -3.475
O: -0.373 2.344 -3.690
O: 0.266 -0.665 -2.890
H: -0.301 -0.053 -4.805
H: -1.612 -0.750 -3.743
H: -1.600 1.310 -2.426
H: -2.161 1.443 -4.099
H: 0.202 2.388 -2.911
H: 0.771 0.118 -2.599
C: -0.556 0.580 3.130
C: -1.705 0.175 2.248
O: -1.428 0.349 0.850
O: -0.415 1.970 3.391
H: 0.382 0.114 2.814
H: -0.723 0.146 4.121
H: -2.615 0.746 2.454
H: -1.905 -0.890 2.361
H: -1.266 1.282 0.666
H: -0.043 2.372 2.595
C: -2.616 -2.779 -0.059
C: -3.690 -1.910 -0.781
O: -4.337 -2.702 -1.751
O: -1.414 -2.835 -0.804
H: -3.068 -3.774 0.016
H: -2.397 -2.460 0.957
H: -3.172 -1.055 -1.213
H: -4.418 -1.514 -0.062
H: -4.675 -3.482 -1.303
H: -1.586 -3.143 -1.700